# 1
Below is C35H40ClIrN5OS7 as an isolated structure, with properties calculated with wB97M-V/def2-TZVPD.

The geometry in XYZ format:
```
90
Properties=species:S:1:pos:R:3
Ir 1.0495 -2.4380 0.5806
C 0.2441 0.6566 1.2629
N 0.4262 -0.5399 2.0954
C 1.5664 -0.2754 3.0080
C 2.2165 -1.4942 3.6241
N 2.9419 -2.2718 2.6150
C 3.2746 -3.6209 3.0882
C 4.1198 -1.6021 2.1295
C 5.1742 -1.2926 2.9842
C 6.3249 -0.6897 2.5050
C 6.4347 -0.3930 1.1507
C 5.3912 -0.6895 0.2943
C 4.2234 -1.2873 0.7767
S 2.9113 -1.5566 -0.3619
C -0.7860 -0.9231 2.8061
C -1.6877 0.0478 3.2360
C -2.8621 -0.3025 3.8826
C -3.1383 -1.6429 4.1115
C -2.2445 -2.6127 3.6954
C -1.0543 -2.2803 3.0411
S 0.0256 -3.5730 2.5437
H 0.1377 1.5718 1.8575
H -0.6281 0.5336 0.6257
H 1.1268 0.7666 0.6337
H 1.2310 0.4035 3.8013
H 2.3196 0.2591 2.4225
H 1.4728 -2.1466 4.0756
H 2.8886 -1.1539 4.4233
H 3.9231 -3.5982 3.9733
H 3.7875 -4.1598 2.2922
H 2.3531 -4.1441 3.3362
H 5.0917 -1.5378 4.0365
H 7.1374 -0.4594 3.1824
H 7.3336 0.0710 0.7637
H 5.4680 -0.4587 -0.7613
H -1.4781 1.0953 3.0595
H -3.5553 0.4657 4.2005
H -4.0566 -1.9367 4.6051
H -2.4639 -3.6612 3.8568
S -2.5388 -8.6421 -1.4087
C -1.7373 -7.2819 -1.0004
S -0.0353 -7.2316 -0.6755
C 0.1194 -5.5174 -0.4020
C -1.0689 -4.7834 -0.5241
S -1.2304 -3.1230 -0.3239
S -2.4830 -5.7182 -0.9286
S 1.6284 -4.8682 -0.0488
C -0.8172 5.3697 -1.9594
C 0.1594 4.2614 -2.3703
C 1.3266 4.9207 -3.1205
C 0.7600 3.6444 -1.0983
C -0.5574 3.2307 -3.3192
O -0.7816 3.8822 -4.5804
C -1.9532 2.7194 -2.8766
C -2.1541 2.0757 -1.5006
C -3.3896 1.2081 -1.3725
C -3.4441 0.2570 -0.3544
C -4.5506 -0.5560 -0.1773
C -5.6279 -0.4145 -1.0368
Cl -7.0212 -1.4374 -0.8380
C -5.6081 0.5224 -2.0537
C -4.4891 1.3301 -2.2134
C 0.3929 2.0818 -3.7593
N 0.2029 0.7933 -3.1139
C 0.8396 0.2442 -2.0757
N 0.2868 -0.9098 -1.7542
C -0.6926 -1.0424 -2.6921
N -0.7860 -0.0338 -3.5250
H -0.3033 6.0876 -1.3171
H -1.6738 4.9874 -1.4035
H -1.1893 5.9340 -2.8196
H 1.7133 5.7485 -2.5216
H 1.0226 5.3089 -4.0903
H 2.1589 4.2292 -3.2746
H 1.3549 4.4078 -0.5887
H 1.4406 2.8224 -1.3285
H 0.0185 3.2885 -0.3910
H -1.4169 4.5917 -4.4457
H -2.2651 2.0137 -3.6435
H -2.6329 3.5727 -2.9664
H -2.2075 2.8551 -0.7365
H -1.2963 1.4617 -1.2276
H -2.6008 0.1327 0.3188
H -4.5697 -1.3013 0.6079
H -6.4584 0.6155 -2.7167
H -4.4850 2.0552 -3.0176
H 1.4359 2.3598 -3.6261
H 0.2213 1.9184 -4.8201
H 1.6971 0.6915 -1.5968
H -1.3542 -1.8916 -2.7449
```

Output
total charge	0
M	998.88	u
energy relative to the best compared isomer or geometry (same formula, charge and spin)	0.1	kcal/mol
HOMO energy (alpha / beta)	-0.2498 / -0.2763	Ha
2S+1	6
strongest force on any atom	0.68	eV Å⁻¹
orbital gap (alpha / beta)	6.897 / 5.485	eV
E	-5058.516387	Eh

These are the Mulliken partial charges, in e, on atoms 1 to 5:
1 Ir 2.159
2 C -0.820
3 N 0.939
4 C -1.142
5 C -1.019

---

# 2
Below is C35H40N4P2Ti as an isolated structure at a distorted geometry, with properties calculated with wB97M-V/def2-TZVPD.

The geometry in XYZ format:
```
82
Properties=species:S:1:pos:R:3
Ti -1.8747 -0.4700 0.3471
C 0.3522 -3.2263 2.6477
C 0.2118 -1.9232 2.3750
C 1.2078 -1.1087 1.6549
C 0.8582 -0.7418 0.1688
C 0.7441 -1.8438 -0.8363
C 0.9661 -3.1446 -0.6072
C 1.8230 -3.6831 0.4775
C 1.1440 -4.1917 1.8638
C -3.6318 0.6098 0.3002
H -0.4917 -3.6257 3.1959
H -0.6705 -1.3407 2.8009
H 2.1517 -1.6922 1.7746
H 1.2633 -0.1841 2.2862
H -0.0474 0.0775 0.1195
H 1.7188 -0.1819 -0.2408
H 0.4330 -1.4978 -1.8509
H 0.4756 -3.9096 -1.2406
H 2.7157 -3.0487 0.7412
H 2.1679 -4.6636 0.0959
H 0.5429 -5.1177 1.6719
H 1.9621 -4.5469 2.5275
H -4.2134 -0.3379 0.3527
H -3.7077 0.9826 -0.7236
H -4.0363 1.2395 1.0694
P -0.8348 1.3888 -2.2491
P 0.6112 2.1628 1.3136
N 0.1101 1.1824 -3.8148
N -1.5034 2.8825 -2.8816
N 2.3574 2.1739 1.0375
N 0.8204 3.6280 2.3934
C 0.6013 2.3856 -1.4349
C 0.1656 3.1587 -0.1919
C -0.1028 0.2046 -4.7932
C 0.8554 0.3235 -5.7995
C 1.7081 1.4065 -5.4343
C 1.2487 1.8995 -4.2126
C -2.8682 3.1804 -2.8920
C -3.0790 4.2637 -3.7345
C -1.7887 4.7213 -4.1807
C -0.8432 3.8823 -3.6122
C 3.2586 1.1250 1.2829
C 4.5507 1.5993 1.1300
C 4.4648 2.9766 0.7673
C 3.1201 3.2483 0.5661
C 1.9416 4.2800 2.9203
C 1.5304 5.3004 3.7534
C 0.0996 5.2570 3.8177
C -0.3076 4.2274 2.9717
H 1.0858 3.1036 -2.1439
H 1.3305 1.5705 -1.2055
H 0.5045 4.2119 -0.2106
H -0.9292 3.2495 -0.1648
H -0.8565 -0.5322 -4.6480
H 1.0392 -0.3151 -6.6717
H 2.6364 1.7641 -5.8757
H 1.7387 2.6679 -3.6046
H -3.5681 2.5230 -2.3939
H -4.0361 4.7127 -4.0119
H -1.5530 5.5812 -4.8225
H 0.2223 3.8489 -3.7821
H 2.9021 0.1304 1.5576
H 5.4332 0.9824 1.1350
H 5.2965 3.6432 0.6296
H 2.6291 4.1189 0.1550
H 2.9541 4.0082 2.6191
H 2.1944 5.9812 4.2874
H -0.5332 5.8928 4.4256
H -1.2927 3.8695 2.7150
C -2.3894 -2.5025 0.9567
C -2.3351 -3.6994 1.3778
C -2.3739 -5.1174 1.6575
C -1.7260 -5.9168 2.6799
C -2.3448 -7.1069 3.1375
C -3.5431 -7.5781 2.5379
C -3.6753 -7.1450 1.2073
C -3.0789 -5.9575 0.7460
H -0.6641 -5.7102 2.9874
H -1.8489 -7.7257 3.8884
H -4.2201 -8.3203 2.9803
H -4.1615 -7.7931 0.5063
H -3.0183 -5.7270 -0.3459
```

Output
total charge	0
M	626.55	u
energy relative to the best compared isomer or geometry (same formula, charge and spin)	38.2	kcal/mol
HOMO energy (alpha / beta)	-0.2581 / -0.2833	Ha
2S+1	3
strongest force on any atom	5.12	eV Å⁻¹
orbital gap (alpha / beta)	6.457 / 7.223	eV
E	-3108.460249	Eh

These are the Mulliken partial charges, in e, on atoms 1 to 5:
1 Ti 0.356
2 C -1.565
3 C -0.570
4 C -0.604
5 C 1.935

---

# 3
Below is C35H40N6NiO2P2S3 as an isolated structure at a distorted geometry, with properties calculated with wB97M-V/def2-TZVPD.

The geometry in XYZ format:
```
89
Properties=species:S:1:pos:R:3
Ni -1.3125 -0.2541 -0.1587
S -0.4649 0.6362 2.0780
P 1.1020 0.1635 0.9309
C 0.5055 0.0405 -0.7046
P 1.5452 -0.0301 -2.1405
S 0.6310 0.4392 -3.8022
C 2.9542 1.1382 -1.9746
C 4.2508 0.8278 -1.5918
C 5.2138 1.8242 -1.5386
C 4.8985 3.1279 -1.8779
C 3.6090 3.4381 -2.2828
C 2.6451 2.4511 -2.3271
C 2.3045 -1.6978 -2.3025
C 1.9534 -2.4640 -3.4088
C 2.4596 -3.7439 -3.5610
C 3.3272 -4.2672 -2.6152
C 3.6768 -3.5111 -1.5079
C 3.1577 -2.2388 -1.3481
C 1.8219 -1.3890 1.5833
C 0.9468 -2.4659 1.6908
C 1.4147 -3.7043 2.0914
C 2.7557 -3.8712 2.4010
C 3.6350 -2.8069 2.2832
C 3.1763 -1.5724 1.8553
C 2.2598 1.4827 1.4445
C 2.9977 1.4154 2.6217
C 3.7414 2.5103 3.0257
C 3.7237 3.6819 2.2844
C 2.9174 3.7779 1.1611
C 2.1754 2.6841 0.7552
H 4.5203 -0.1883 -1.3471
H 6.2218 1.5716 -1.2397
H 5.6560 3.8984 -1.8372
H 3.3554 4.4499 -2.5676
H 1.6336 2.6728 -2.6463
H 1.2844 -2.0395 -4.1469
H 2.1792 -4.3346 -4.4233
H 3.7220 -5.2669 -2.7346
H 4.3508 -3.9114 -0.7616
H 3.4063 -1.6721 -0.4666
H -0.1029 -2.3189 1.4514
H 0.7374 -4.5440 2.1610
H 3.1212 -4.8371 2.7198
H 4.6837 -2.9412 2.5179
H 3.8823 -0.7624 1.7246
H 2.9721 0.5209 3.2283
H 4.3330 2.4527 3.9298
H 4.3336 4.5227 2.5850
H 2.8641 4.7014 0.6016
H 1.5184 2.7359 -0.1017
N -3.0085 1.0743 0.1492
C -3.8625 0.4831 1.1813
C -5.2801 1.0695 1.2217
C -5.3481 2.6039 1.2024
C -5.1634 3.3065 2.5630
N -4.1794 2.7278 3.4655
C -2.8573 2.8580 3.4102
N -2.0967 2.3219 4.3666
N -2.2766 3.6432 2.5012
C -3.8610 -1.0714 0.9277
O -4.9009 -1.6994 1.0175
O -2.7016 -1.5320 0.6749
H -2.7623 2.0333 0.3642
H -3.4873 1.0464 -0.7515
H -3.3483 0.5853 2.1400
H -5.8121 0.6732 2.0883
H -5.7972 0.6946 0.3350
H -6.3348 2.9030 0.8454
H -4.6341 2.9764 0.4647
H -6.1088 3.2641 3.1037
H -4.9309 4.3636 2.4030
H -4.5326 2.0422 4.1139
H -2.4962 1.6130 4.9616
H -1.1252 2.1324 4.1154
H -2.8120 3.9845 1.7221
H -1.2798 3.5319 2.3664
C -3.0500 -2.1960 -4.9799
N -2.9095 -2.8075 -3.6861
C -3.1072 -4.1378 -3.3817
C -2.9214 -4.2815 -2.0516
N -2.6060 -3.0471 -1.5444
C -2.6094 -2.1412 -2.5423
S -2.2830 -0.4990 -2.4492
H -2.9120 -2.9502 -5.7534
H -2.3095 -1.4025 -5.0858
H -4.0431 -1.7504 -5.0773
H -3.3657 -4.8630 -4.1280
H -2.9756 -5.1506 -1.4274
H -2.6050 -2.7351 -0.5577
```

Output
total charge	0
M	793.59	u
HOMO energy (alpha / beta)	-0.2330 / -0.2349	Ha
2S+1	3
strongest force on any atom	2.01	eV Å⁻¹
orbital gap (alpha / beta)	6.007 / 6.052	eV
E	-5222.412220	Eh

These are the Mulliken partial charges, in e, on atoms 1 to 5:
1 Ni -0.619
2 S -0.741
3 P 0.515
4 C 1.307
5 P 1.639

---

# 4
Below is C35H41Cl2N6O5RuTe as an isolated structure at a distorted geometry, with properties calculated with wB97M-V/def2-TZVPD.

The geometry in XYZ format:
```
91
Properties=species:S:1:pos:R:3
Ru 0.3418 0.0604 0.0934
C -1.1414 -2.0168 4.8695
O -0.4943 -0.9720 4.1255
C -0.4172 -1.0352 2.8191
O 0.2297 -0.1592 2.2328
N -0.9633 -2.1060 2.2044
N -0.9610 -2.1026 0.8084
H -0.9444 -1.7902 5.9102
H -0.7197 -2.9907 4.6210
H -2.2181 -1.9989 4.6971
H -1.7578 -2.5323 2.6503
H -1.8462 -1.7507 0.4552
H -0.8232 -3.0554 0.4986
C 0.7752 -1.9938 -2.7410
C 0.2504 -0.5723 -2.8204
O -0.2698 -0.1790 -3.8794
N 0.3770 0.2290 -1.7549
Te -1.0344 2.2386 -2.8641
C -1.9683 3.5651 -4.2879
C -1.7628 4.9464 -4.2305
C -0.8887 5.5899 -3.1830
C -2.4105 5.7503 -5.1649
C -3.2498 5.2178 -6.1315
C -3.9625 6.1039 -7.1172
C -3.4394 3.8394 -6.1607
C -2.8246 2.9983 -5.2455
C -3.1008 1.5146 -5.2872
C 0.9201 2.8938 -3.3882
C 1.7407 3.3587 -2.3489
C 1.2530 3.4947 -0.9286
C 3.0428 3.7496 -2.6363
C 3.5428 3.7156 -3.9299
C 4.9438 4.1657 -4.2430
C 2.7105 3.2541 -4.9416
C 1.4061 2.8370 -4.7052
C 0.5938 2.3270 -5.8673
H 0.3083 -2.5978 -3.5151
H 0.5748 -2.4132 -1.7552
H 1.8539 -1.9757 -2.9079
H -0.9355 5.0255 -2.2508
H -1.2144 6.6092 -2.9781
H 0.1538 5.6235 -3.5088
H -2.2629 6.8247 -5.1205
H -3.8597 7.1541 -6.8488
H -5.0242 5.8584 -7.1568
H -3.5565 5.9667 -8.1215
H -4.0919 3.4097 -6.9146
H -3.6079 1.2380 -6.2103
H -3.7460 1.2252 -4.4524
H -2.1815 0.9334 -5.2139
H 0.8448 2.5534 -0.5584
H 0.4632 4.2435 -0.8450
H 2.0687 3.7991 -0.2731
H 3.6771 4.1068 -1.8315
H 5.4540 4.5283 -3.3517
H 4.9296 4.9673 -4.9828
H 5.5265 3.3440 -4.6635
H 3.0919 3.2136 -5.9571
H 1.2304 2.1900 -6.7401
H -0.1984 3.0292 -6.1310
H 0.1375 1.3705 -5.6227
Cl -2.4713 3.6010 1.2235
C -3.4981 2.1855 0.9012
Cl -4.2946 2.3524 -0.6748
C -2.6123 0.9221 0.9689
O -2.8719 0.1315 1.8655
O -1.6828 0.8421 0.0832
H -4.2736 2.1396 1.6524
C 4.2503 0.4787 1.5379
C 2.9388 0.5998 1.1385
N 2.3484 -0.3074 0.3337
C 3.0496 -1.3716 -0.0419
C 4.3535 -1.6013 0.3662
C 4.9774 -0.6329 1.1350
C 5.0123 -2.8867 0.0317
C 4.6910 -4.0796 0.5428
C 3.6697 -4.3916 1.5722
C 3.3491 -5.7182 1.8475
C 2.3767 -5.9579 2.8035
N 1.7552 -4.9763 3.4544
C 2.1558 -3.7469 3.1473
N 3.0703 -3.4062 2.2524
H 4.6912 1.2332 2.1743
H 2.3319 1.4337 1.4623
H 2.5439 -2.0932 -0.6684
H 6.0041 -0.7650 1.4532
H 5.8253 -2.8329 -0.6851
H 5.2407 -4.9467 0.1939
H 3.8343 -6.5305 1.3231
H 2.0824 -6.9686 3.0642
H 1.6905 -2.9296 3.6908
```

Output
total charge	+1
M	925.33	u
energy relative to the best compared isomer or geometry (same formula, charge and spin)	13.9	kcal/mol
HOMO energy (alpha / beta)	-0.3760 / -0.3966	Ha
2S+1	5
strongest force on any atom	1.58	eV Å⁻¹
orbital gap (alpha / beta)	7.610 / 6.771	eV
E	-3346.084294	Eh

These are the Mulliken partial charges, in e, on atoms 1 to 5:
1 Ru 0.763
2 C -0.871
3 O -0.345
4 C 0.485
5 O -0.484

---

# 5
Below is C35H41CsF5N6O4PS2Te as an isolated structure, with properties calculated with wB97M-V/def2-TZVPD.

The geometry in XYZ format:
```
96
Properties=species:S:1:pos:R:3
Cs -0.9234 -1.5688 0.9821
O 4.0451 -0.9449 0.7297
N 3.7337 0.2711 0.1961
C 4.6893 1.1024 0.2318
C 4.5458 2.4127 -0.4154
C 5.7337 3.0756 -0.7197
C 5.7456 4.2572 -1.4424
C 4.5410 4.7875 -1.8741
C 3.3493 4.1538 -1.5439
C 3.3108 2.9783 -0.7959
P 1.6856 2.1810 -0.3525
C 0.5493 3.5448 -0.8486
C -0.0790 3.3698 -2.0807
C -0.9557 4.3220 -2.5757
C -1.2489 5.4515 -1.8228
C -0.6592 5.6182 -0.5775
C 0.2394 4.6744 -0.0978
C 1.7249 2.4578 1.4778
C 2.4395 3.4869 2.0927
C 2.4014 3.6562 3.4689
C 1.6401 2.8025 4.2594
C 0.9231 1.7752 3.6667
C 0.9809 1.6079 2.2885
H 3.3055 -1.5256 0.4365
H 5.6601 0.8187 0.6401
H 6.6687 2.6286 -0.4009
H 6.6837 4.7452 -1.6758
H 4.5167 5.7034 -2.4518
H 2.4204 4.6090 -1.8627
H 0.0773 2.4563 -2.6436
H -1.4291 4.1551 -3.5360
H -1.9530 6.1873 -2.1933
H -0.9027 6.4836 0.0278
H 0.6938 4.8187 0.8751
H 3.0379 4.1600 1.4897
H 2.9675 4.4601 3.9257
H 1.6093 2.9383 5.3338
H 0.3102 1.0944 4.2471
H 0.4093 0.7963 1.8684
O -1.5032 -0.5319 4.4724
C -2.4726 -0.6443 3.7148
O -2.5669 -0.0941 2.5620
C -3.6468 -1.5012 4.0924
C -3.6792 -2.1743 5.3070
C -4.7669 -2.9573 5.6508
C -5.8343 -3.0623 4.7610
C -5.8104 -2.4014 3.5467
C -4.7077 -1.6138 3.1919
S -4.6453 -0.7993 1.6524
H -2.8224 -2.0631 5.9594
H -4.7867 -3.4878 6.5945
H -6.6930 -3.6739 5.0140
H -6.6394 -2.4972 2.8565
C -3.3758 1.1846 -2.1502
N -3.7179 2.1408 -1.1118
C -4.3221 3.3585 -1.6112
C -2.8702 2.1880 -0.0147
N -1.7878 1.5085 -0.0118
N -3.3108 3.0236 1.0196
C -4.6863 2.8862 1.4769
C -2.3824 3.2387 2.1150
H -4.2482 1.0476 -2.7929
H -3.1087 0.2320 -1.7017
H -2.5278 1.5099 -2.7609
H -3.7945 3.7166 -2.5032
H -4.2772 4.1387 -0.8555
H -5.3691 3.1856 -1.8824
H -1.4099 1.4928 0.9297
H -5.3171 2.5191 0.6727
H -5.0644 3.8574 1.8125
H -4.7550 2.1712 2.3037
H -2.2668 2.3489 2.7453
H -2.7631 4.0574 2.7295
H -1.4063 3.5283 1.7271
S -0.3609 0.5406 -4.7809
C 1.1000 -0.1094 -4.2049
N 1.2801 -1.4142 -4.0039
C 2.5308 -1.9906 -3.5268
C 3.2056 -1.0097 -2.5942
C 3.3999 0.2984 -3.3353
N 2.1460 0.7076 -3.9578
H 0.4527 -1.9907 -3.9673
H 3.1736 -2.2300 -4.3842
H 2.2871 -2.9139 -3.0163
H 4.1673 -1.3981 -2.2574
H 2.5710 -0.9051 -1.7102
H 4.1657 0.1734 -4.1116
H 3.7297 1.0959 -2.6651
H 1.9534 1.6834 -4.0990
F 1.8673 -4.4365 1.4474
Te 1.3662 -4.0089 -0.3741
F 3.3447 -4.1568 -0.7474
F 1.2792 -6.0261 -0.6489
F 0.3453 -3.6933 -2.2021
F -0.4673 -4.1782 0.4142
O 1.4825 -2.1885 -0.0544
```

Output
total charge	-2
M	1060.35	u
energy relative to the best compared isomer or geometry (same formula, charge and spin)	37.6	kcal/mol
HOMO energy (alpha / beta)	-0.0680 / -0.1304	Ha
strongest force on any atom	0.93	eV Å⁻¹
orbital gap (alpha / beta)	5.354 / 7.197	eV
E	-3913.167417	Eh

These are the Mulliken partial charges, in e, on atoms 1 to 5:
1 Cs 1.513
2 O -0.551
3 N 0.664
4 C -1.372
5 C 1.281